Computed, not measured: a structure of composition C14H23AuFN3OSi in a non-equilibrium geometry, with ωB97M-V with the def2-TZVPD basis set.

Positions of all 44 atoms, in Å:
1 Au -0.6208 0.1261 0.4688
2 C -3.3612 -0.9740 -1.4091
3 Si -2.3407 -2.4061 -0.7402
4 C -2.7287 -4.0158 -1.6285
5 C -2.6250 -2.6040 1.1102
6 N -0.6630 -1.7712 -0.8467
7 C 0.3844 -2.2287 -1.4804
8 C 0.3337 -3.5083 -2.1668
9 C 1.4089 -4.0202 -2.8192
10 C 2.6290 -3.3179 -2.8421
11 C 2.7509 -2.0763 -2.2137
12 C 1.6740 -1.5495 -1.5697
13 F 1.8219 -0.3756 -1.0314
14 H -4.4152 -1.2281 -1.2791
15 H -3.1807 -0.8097 -2.4728
16 H -3.1664 -0.0485 -0.8641
17 H -3.7819 -4.2259 -1.4292
18 H -2.1509 -4.8598 -1.2475
19 H -2.6086 -3.9456 -2.7110
20 H -3.6362 -2.9893 1.2569
21 H -2.5588 -1.6471 1.6295
22 H -1.9336 -3.3253 1.5531
23 H -0.5981 -4.0528 -2.1432
24 H 1.3278 -4.9756 -3.3199
25 H 3.4848 -3.7366 -3.3571
26 H 3.6787 -1.5196 -2.2353
27 C -0.7043 4.2800 -1.2218
28 C -0.0556 2.9342 -0.9853
29 O -1.0463 1.8665 -0.9227
30 H 0.0618 5.0523 -1.1491
31 H -1.4675 4.4816 -0.4713
32 H -1.1562 4.3388 -2.2125
33 H 0.4557 2.9149 -0.0247
34 H 0.6638 2.7073 -1.7746
35 H -1.5019 1.8133 -1.7698
36 N -0.3713 -1.0543 3.4076
37 C -0.0951 -0.6556 4.6590
38 C 0.3366 0.6497 4.5872
39 C 0.2904 0.9692 3.2313
40 N -0.1299 -0.0795 2.5172
41 H -0.6961 -1.9543 3.1047
42 H -0.2199 -1.3086 5.5066
43 H 0.6375 1.2894 5.3977
44 H 0.5548 1.8928 2.7454

Values from the calculation:
LUMO (alpha / beta) (eV): -9.970 / -9.971
Relative energy (zero: lowest compared OMol25 entry of this formula, charge and spin) (eV): 0.803
Orbital gap (alpha / beta) (eV): 5.4 / 5.4
Charge: +2
Total energy (a.u.): -1311.2044

---

Computed, not measured: a structure of composition C14H23BF13N2O16S4Zr in a non-equilibrium geometry, with ωB97M-V with the def2-TZVPD basis set.

Positions of all 74 atoms, in Å:
1 Zr 26.3273 -2.9157 -26.3746
2 N 24.8314 -4.3072 -26.6114
3 S 24.6579 -5.7140 -27.4351
4 O 24.0053 -5.6416 -28.7021
5 O 24.6529 -6.8951 -26.6484
6 F 26.1236 -5.7444 -27.8984
7 S 23.1818 -4.5709 -26.1807
8 O 22.7833 -5.4553 -25.1044
9 O 22.1573 -4.2709 -27.1958
10 F 23.1045 -3.1645 -25.3964
11 N 30.8755 -2.0116 -26.2574
12 S 29.5193 -0.9147 -26.1669
13 O 29.6230 0.3528 -25.4722
14 O 28.2313 -1.5630 -26.2522
15 F 29.6697 -0.3920 -27.6929
16 S 30.9469 -1.8889 -24.6686
17 O 29.7242 -2.3421 -23.9678
18 O 31.8033 -0.8300 -24.0920
19 F 31.8195 -3.2237 -24.5359
20 B 25.9355 -1.5877 -24.6549
21 H 26.8648 -2.0899 -24.4345
22 H 25.6761 -0.9744 -23.8059
23 H 26.0453 -1.0087 -25.5587
24 H 25.1804 -2.3384 -24.8295
25 O 27.8181 -4.4187 -25.8682
26 C 28.6150 -5.5042 -25.4729
27 C 29.8107 -6.0873 -26.3522
28 O 30.8362 -5.1321 -26.6394
29 H 28.0457 -6.3556 -25.1000
30 H 28.9563 -5.1187 -24.5122
31 H 29.5147 -6.5182 -27.3087
32 H 30.3169 -6.9032 -25.8363
33 C 22.2227 1.2606 -25.1043
34 C 22.8764 -0.0642 -25.4567
35 O 22.8103 -0.1807 -26.9174
36 C 23.6411 -0.9779 -27.6652
37 O 24.4823 -1.6555 -27.1806
38 C 23.2931 -1.0298 -29.1568
39 F 22.4766 -0.0619 -29.5466
40 F 24.3695 -0.9163 -29.9937
41 F 22.6414 -2.1108 -29.4670
42 H 22.0223 1.3977 -24.0417
43 H 21.2688 1.3551 -25.6233
44 H 22.8197 2.1167 -25.4185
45 H 22.2035 -0.7948 -25.0078
46 H 23.9009 0.0378 -25.0988
47 C 27.2561 -2.9819 -20.2304
48 C 26.9885 -3.2446 -21.7259
49 O 26.6958 -4.6309 -21.7622
50 C 25.9181 -5.1297 -22.7938
51 O 25.5113 -4.4325 -23.7151
52 C 25.5377 -6.5519 -22.7054
53 F 26.0256 -7.1479 -23.8970
54 F 25.9750 -7.1824 -21.6085
55 F 24.2314 -6.6532 -22.6862
56 H 27.2903 -1.9143 -20.0130
57 H 28.2414 -3.3466 -19.9400
58 H 26.4490 -3.4114 -19.6370
59 H 27.8886 -3.0611 -22.3126
60 H 26.1280 -2.6895 -22.0994
61 C 27.9777 1.1917 -31.1617
62 C 26.8468 0.8829 -30.1061
63 O 26.8848 1.9059 -29.1315
64 C 26.8525 1.6000 -27.7804
65 O 26.7121 0.4987 -27.3079
66 C 26.8875 2.8707 -26.9502
67 F 25.6626 2.9737 -26.3797
68 F 27.6306 2.7219 -25.8692
69 F 27.2443 3.9654 -27.5090
70 H 27.9550 0.4002 -31.9108
71 H 28.9656 0.9700 -30.7580
72 H 27.9726 2.1498 -31.6816
73 H 27.0333 -0.1603 -29.8508
74 H 25.9247 0.9464 -30.6840

Values from the calculation:
LUMO (alpha / beta) (eV): 3.313 / 3.340
Multiplicity: 2
Orbital gap (alpha / beta) (eV): 3.4 / 3.5
Charge: -2
Total energy (a.u.): -4823.2872
⟨S²⟩: 0.7532